No. 1
Molecular formula: C4H11IN3
Method: DFT, wB97M-V/def2-TZVPD

Atoms and positions in Å:
C -2.010 -1.392 -1.997
C 0.832 -1.421 -0.283
C 0.402 0.716 0.808
C 0.820 1.090 2.220
N 0.370 -0.628 0.642
N -1.134 -0.564 -1.578
N 1.206 1.393 -0.166
I -1.880 1.393 0.512
H -2.176 -1.674 -3.006
H -2.511 -1.901 -1.225
H 1.287 -1.029 -1.152
H 0.599 -2.503 -0.356
H 0.242 0.811 3.056
H 0.801 2.163 2.100
H 1.840 0.694 2.404
H -0.357 -1.041 1.314
H -0.626 0.125 -2.179
H 1.282 2.437 -0.009
H 1.014 1.331 -1.105

Output
HOMO-LUMO gap in eV: 7.10
LUMO level in eV: -5.337
Total charge: +1
Molecular weight in g/mol: 228.06
ΔE to the lowest compared entry with this formula, charge and spin in kcal per mole: 62.0

Mulliken atomic charge list, values in e, 2 entries:
1. C -0.42
2. C -0.38



No. 2
Molecular formula: C27H31CeNO4P2S
Method: DFT, wB97M-V/def2-TZVPD

Atoms and positions in Å:
C -1.684 2.932 -3.682
C -1.363 1.722 -3.069
C 0.014 1.356 -3.005
C 1.024 2.274 -3.342
C 0.672 3.480 -3.952
C -0.674 3.793 -4.141
C 2.399 1.930 -2.828
C 2.690 0.472 -3.057
C 1.633 -0.410 -2.748
C 1.870 -1.806 -2.545
C 3.151 -2.287 -2.815
C 4.173 -1.422 -3.237
C 3.952 -0.050 -3.345
H -2.733 3.232 -3.758
H 1.469 4.168 -4.259
H -0.949 4.735 -4.618
H 3.169 2.578 -3.264
H 3.366 -3.348 -2.657
H 5.162 -1.827 -3.448
H 4.755 0.637 -3.630
N 0.379 0.128 -2.463
Ce 0.803 0.546 0.013
C -2.375 0.834 -2.395
H -2.259 -0.202 -2.744
H -3.399 1.173 -2.595
C 0.753 -2.667 -1.999
H -0.139 -2.544 -2.631
H 1.056 -3.722 -1.982
P -2.176 0.725 -0.535
P 0.160 -2.251 -0.284
C 1.315 -3.238 0.727
H 1.009 -3.173 1.781
H 1.279 -4.286 0.397
H 2.334 -2.839 0.636
C -1.348 -3.263 -0.194
H -1.088 -4.332 -0.202
H -1.889 -3.038 0.734
H -2.009 -3.042 -1.044
C -2.798 2.371 -0.044
H -3.816 2.523 -0.426
H -2.809 2.429 1.053
H -2.132 3.148 -0.439
C -3.593 -0.343 -0.123
H -3.625 -0.504 0.962
H -4.529 0.138 -0.438
H -3.499 -1.316 -0.622
C -0.768 -0.327 1.763
O -1.359 -0.756 2.669
H 2.379 2.081 -1.685
C 0.488 0.782 6.937
C 1.314 0.851 5.686
C 1.916 -0.308 5.192
C 2.636 -0.288 4.000
C 2.724 0.911 3.287
C 2.197 2.094 3.801
C 1.489 2.055 4.998
S 3.316 0.896 1.605
O 4.737 1.059 1.518
O 2.759 -0.396 1.042
O 2.473 1.965 0.933
H -0.307 0.033 6.842
H 1.098 0.495 7.801
H 0.027 1.748 7.155
H 1.800 -1.243 5.738
H 3.115 -1.189 3.621
H 2.315 3.031 3.258
H 1.050 2.970 5.394

Output
Expectation value of S²: 0.75
HOMO-LUMO gap (spin up / spin down) in eV: 5.66 / 5.66
LUMO level (spin up / spin down) in eV: -4.066 / -4.074
Total charge: +1
Molecular weight in g/mol: 667.68
2S+1: 2

Mulliken atomic charge list, values in e, 2 entries:
1. C -0.83
2. C 0.13



No. 3
Molecular formula: C3H5IN2
Method: DFT, wB97M-V/def2-TZVPD

Atoms and positions in Å:
C -0.517 1.729 -0.037
C -0.174 -1.329 0.616
C -0.102 0.736 -0.991
N -0.883 2.368 0.873
N 0.644 -0.488 -0.226
I 2.364 0.312 0.398
H 0.428 -2.105 0.773
H -0.440 -0.941 1.722
H -1.052 -1.600 -0.037
H -0.922 0.237 -1.385
H 0.653 1.082 -1.706

Output
HOMO-LUMO gap in eV: 8.88
LUMO level in eV: -0.020
Total charge: 0
Molecular weight in g/mol: 195.99
ΔE to the lowest compared entry with this formula, charge and spin in kcal per mole: 28.5

Mulliken atomic charge list, values in e, 2 entries:
1. C 0.66
2. C -0.68



No. 4
Molecular formula: C24H36LiO18
Method: DFT, wB97M-V/def2-TZVPD

Atoms and positions in Å:
Li -0.125 -0.460 0.518
C -1.261 5.482 3.743
C -1.226 3.952 3.842
C -2.596 3.417 3.544
O -2.413 2.420 2.620
C -1.161 2.453 2.216
O -0.745 1.631 1.382
O -0.451 3.330 2.967
H -2.060 5.890 2.902
H -0.310 5.839 3.660
H -1.494 5.999 4.638
H -0.891 3.554 4.786
H -3.287 4.218 2.988
H -2.998 2.744 4.300
C -3.826 -0.670 -4.895
C -3.206 0.460 -4.010
C -4.204 0.921 -2.928
O -3.645 0.781 -1.689
C -2.438 0.090 -1.907
O -1.639 -0.180 -0.972
O -2.267 -0.302 -3.152
H -4.662 -0.408 -5.356
H -4.062 -1.527 -4.188
H -3.192 -0.984 -5.797
H -2.664 1.237 -4.568
H -5.323 0.500 -3.119
H -4.471 2.016 -3.111
C -4.568 -3.541 4.183
C -3.526 -2.481 4.297
C -2.143 -3.052 4.785
O -1.128 -2.348 4.064
C -1.863 -1.776 2.963
O -1.273 -1.366 2.023
O -3.118 -1.869 3.099
H -5.491 -2.981 3.912
H -4.887 -3.935 5.389
H -4.045 -4.332 3.541
H -3.744 -1.737 5.169
H -2.109 -4.118 4.887
H -2.035 -2.942 6.046
C 1.615 -3.198 -4.562
C 0.340 -2.952 -3.593
C -0.153 -4.314 -2.936
O -0.311 -3.863 -1.608
C 0.299 -2.728 -1.390
O 0.426 -2.258 -0.234
O 0.887 -2.227 -2.500
H 2.069 -2.368 -5.212
H 1.309 -4.028 -5.096
H 2.507 -3.610 -3.931
H -0.467 -2.602 -4.041
H 0.659 -5.128 -3.085
H -1.155 -4.295 -3.191
C 4.981 -0.066 -3.662
C 4.049 0.952 -2.925
C 2.759 1.479 -3.736
O 1.619 1.416 -2.903
C 2.098 0.719 -1.837
O 1.329 0.370 -0.993
O 3.411 0.442 -1.835
H 4.216 -0.753 -4.059
H 5.639 -0.660 -3.108
H 5.736 0.433 -4.254
H 4.647 1.763 -2.660
H 2.666 0.700 -4.704
H 2.840 2.331 -4.235
C 5.595 1.077 2.146
C 4.293 1.453 2.949
C 3.423 2.546 2.080
O 2.350 1.850 1.557
C 2.337 0.576 2.075
O 1.570 -0.237 1.759
O 3.361 0.420 2.890
H 6.591 1.670 2.476
H 5.510 1.110 1.143
H 5.680 -0.044 2.299
H 4.589 1.710 3.989
H 4.110 2.953 1.506
H 3.123 3.437 2.645

Output
HOMO-LUMO gap in eV: 10.98
LUMO level in eV: -1.390
Total charge: +1
Molecular weight in g/mol: 619.48
ΔE to the lowest compared entry with this formula, charge and spin in kcal per mole: 29.4

Mulliken atomic charge list, values in e, 2 entries:
1. Li 1.79
2. C -1.47



No. 5
Molecular formula: C4H12
Method: DFT, wB97M-V/def2-TZVPD

Atoms and positions in Å:
C -0.064 -2.766 -0.121
C -0.633 -1.347 -0.150
H 0.706 -2.941 -0.915
H 0.541 -2.949 0.688
H -0.884 -3.513 -0.257
H 0.240 -0.798 0.107
H -1.536 -1.323 0.485
H -0.772 -0.937 -1.129
C 0.206 2.231 -0.596
C 0.354 1.895 0.846
H 1.272 2.473 -0.993
H -0.253 1.442 -1.139
H -0.467 3.105 -0.761
H 0.582 0.813 1.010
H -0.458 2.084 1.571
H 1.165 2.531 1.353

Output
HOMO-LUMO gap in eV: 12.38
LUMO level in eV: 1.158
Total charge: 0
Molecular weight in g/mol: 60.14
ΔE to the lowest compared entry with this formula, charge and spin in kcal per mole: 22.0
SMILES: CC.CC

Mulliken atomic charge list, values in e, 2 entries:
1. C -1.04
2. C -0.68



No. 6
Molecular formula: C4H7FN2S
Method: DFT, wB97M-V/def2-TZVPD

Atoms and positions in Å:
C -0.242 -1.072 0.460
C 1.143 -0.503 0.607
C -0.134 1.124 -0.449
C -1.112 0.149 0.280
H 0.389 -1.368 -1.833
H -0.493 -1.692 1.308
H 1.352 -0.191 1.638
H 1.895 -1.300 0.431
H 1.992 1.206 -0.292
H -1.486 2.315 -0.905
H -2.028 -0.026 -0.342
N 1.157 0.603 -0.310
N -0.479 2.216 -0.960
F -1.483 0.643 1.455
S -0.470 -2.103 -1.089

Output
HOMO-LUMO gap in eV: 10.19
LUMO level in eV: 0.804
Total charge: 0
Molecular weight in g/mol: 134.18
ΔE to the lowest compared entry with this formula, charge and spin in kcal per mole: 11.2
SMILES: [H]/N=C1/NC[C@H](S)[C@H]1F

Mulliken atomic charge list, values in e, 2 entries:
1. C -0.17
2. C -0.79



No. 7
Molecular formula: C12H34BaN2O6
Method: DFT, wB97M-V/def2-TZVPD

Atoms and positions in Å:
Ba 12.399 22.122 9.212
C 14.787 24.900 12.461
C 14.489 24.127 11.193
C 15.647 23.716 10.314
O 15.071 23.094 9.166
C 16.045 22.538 8.291
N 13.594 22.954 11.525
H 15.460 25.750 12.349
H 15.202 24.233 13.227
H 13.880 25.298 12.923
H 13.899 24.780 10.535
H 16.219 22.961 10.875
H 16.281 24.532 9.967
H 15.578 22.154 7.389
H 16.601 21.752 8.809
H 16.751 23.319 7.988
H 12.970 23.409 12.199
H 14.153 22.418 12.200
C 9.574 18.814 11.496
C 10.247 19.837 10.562
C 9.261 20.361 9.521
O 9.936 21.163 8.538
C 9.054 21.550 7.478
N 10.880 20.882 11.399
H 9.263 17.954 10.897
H 8.674 19.269 11.910
H 10.284 18.481 12.247
H 10.992 19.297 9.964
H 8.464 20.969 9.968
H 8.763 19.479 9.110
H 9.599 22.066 6.690
H 8.306 22.230 7.896
H 8.567 20.678 7.040
H 10.176 21.491 11.801
H 11.365 20.362 12.117
C 12.627 23.682 6.055
C 13.216 24.799 6.934
O 12.668 24.788 8.251
O 13.090 22.394 6.433
H 12.961 23.970 5.056
H 11.534 23.737 6.069
H 13.093 25.774 6.460
H 14.296 24.602 6.975
H 13.005 25.584 8.680
H 13.614 22.073 5.693
C 13.839 19.025 8.160
C 14.108 18.820 9.641
O 14.316 20.159 10.144
O 12.587 19.707 7.874
H 13.839 18.096 7.588
H 14.631 19.641 7.724
H 14.903 18.127 9.901
H 13.169 18.487 10.101
H 14.589 20.127 11.069
H 12.413 19.517 6.945

Output
HOMO-LUMO gap in eV: 10.78
LUMO level in eV: -5.056
Total charge: +2
Molecular weight in g/mol: 439.74

Mulliken atomic charge list, values in e, 2 entries:
1. Ba 1.24
2. C -1.49